A structure of composition C5H12N2O in a non-equilibrium geometry, computed with ωB97M-V with the def2-TZVPD basis set.

The geometry in XYZ format:
```
20
Properties=species:S:1:pos:R:3:nbo_charge:R:1
O -0.4853 1.3584 0.2420 -0.36
N -0.2010 1.3923 1.5040 -0.14
N 1.2550 -0.4086 0.8758 -0.91
C -0.8380 -1.5345 -0.6238 -0.64
C 0.4294 1.2006 -0.7500 -0.09
C -1.3166 1.2112 2.1897 -0.08
C 1.2053 -0.0842 -0.7340 -0.12
C 0.4383 -1.2095 -1.4647 -0.41
H -0.4015 -1.0914 -2.4762 0.20
H 1.1460 2.0190 -0.5126 0.18
H -2.3268 1.1562 1.6163 0.19
H 0.9166 -2.2019 -1.6759 0.22
H -0.0579 1.3886 -1.7719 0.22
H -1.6073 -2.3553 -1.0169 0.20
H 0.5340 0.5389 1.5118 0.38
H 2.2822 0.0202 1.2583 0.33
H -1.3370 -0.6018 -0.4956 0.19
H -1.4060 1.0720 3.2456 0.20
H 2.1499 -0.0071 -1.2612 0.21
H -0.3796 -1.8631 0.3395 0.23
```

Properties
HOMO energy   -8.094 eV
Energy relative to the best compared isomer or geometry (same formula, charge and spin)   866.4 kJ/mol
2S+1   1
E_tot   -10399.444 eV

---

A cluster of 2 separate species, C5H12N2O in total in a non-equilibrium geometry, computed with ωB97M-V with the def2-TZVPD basis set.

The geometry in XYZ format:
```
20
Properties=species:S:1:pos:R:3:nbo_charge:R:1
O -2.1781 0.4594 -0.6194 -0.60
N 1.8777 1.1923 -0.6077 -0.34
N -0.9063 0.4658 0.0486 -0.22
C 1.0523 1.7830 -1.2061 0.09
C 0.9796 -1.1416 1.2350 -0.65
C -0.0770 -1.0206 0.1657 0.00
C 0.3235 -1.4662 -1.2236 -0.64
C -0.8784 1.6302 0.9045 -0.43
H 1.2266 -0.9712 -1.5667 0.22
H 0.6329 -0.7738 2.1986 0.22
H -2.6323 -0.3849 -0.4954 0.45
H 1.0453 2.7291 -1.7239 0.24
H 0.0661 1.5911 1.4410 0.22
H 1.8946 -0.6220 0.9702 0.24
H 1.2690 -2.1889 1.3593 0.22
H -1.0921 2.4830 0.2481 0.19
H -1.7385 1.6520 1.5736 0.17
H -0.4718 -1.2702 -1.9428 0.22
H 0.5497 -2.5348 -1.2374 0.21
H -0.9430 -1.6114 0.4784 0.18
```

Properties
HOMO energy (spin up / spin down)   -7.447 / -7.447 eV
Energy relative to the best compared isomer or geometry (same formula, charge and spin)   567.4 kJ/mol
2S+1   1
E_tot   -10402.543 eV

---

A structure of composition C5H12N2O, computed with ωB97M-V with the def2-TZVPD basis set.

The geometry in XYZ format:
```
20
Properties=species:S:1:pos:R:3:nbo_charge:R:1
O -1.9227 0.6024 -0.4040 -0.59
N 0.1755 -1.2606 -1.8929 -0.65
N 0.2864 -0.0130 -1.1876 -0.39
C -0.6229 0.7411 2.3325 -0.61
C -0.8467 0.1644 -0.0834 0.66
C 0.3269 1.1789 -2.0491 -0.43
C 0.5743 -1.3107 1.4300 -0.61
C -0.0731 0.0409 1.1111 -0.41
H 0.5067 2.0564 -1.4266 0.22
H 0.1802 0.9255 3.0510 0.21
H 1.4197 -1.1681 2.1071 0.20
H 0.9252 -1.8449 0.5467 0.22
H -0.6301 1.3023 -2.5620 0.21
H 0.9710 -1.3382 -2.5202 0.35
H -1.0799 1.6979 2.0754 0.22
H 0.8725 0.2087 -0.0767 0.43
H -0.6717 -1.2302 -2.4612 0.35
H -1.3835 0.1374 2.8448 0.20
H -0.1450 -1.9662 1.9368 0.20
H 1.1371 1.0759 -2.7717 0.20
```

Properties
HOMO energy   -7.689 eV
Energy relative to the best compared isomer or geometry (same formula, charge and spin)   451.9 kJ/mol
2S+1   1
E_tot   -10403.741 eV

---

A cluster of 2 separate species, C5H12N2O in total, computed with ωB97M-V with the def2-TZVPD basis set.

The geometry in XYZ format:
```
20
Properties=species:S:1:pos:R:3:nbo_charge:R:1
O 0.5443 -1.3442 2.4556 -0.69
N -0.0890 0.6044 -3.6266 -0.84
N 2.0262 0.7308 -0.5337 -0.86
C 1.4684 0.5181 -1.8343 -0.03
C -0.4478 0.6008 1.6696 -0.50
C -0.5963 -0.6355 2.1358 0.30
C -1.8909 -1.3574 2.2266 -0.67
C 0.4053 1.1023 -2.3624 -0.06
H 0.5360 1.0159 1.5206 0.23
H -1.8757 -2.2430 1.5821 0.22
H -1.3195 1.1870 1.4214 0.20
H 0.2962 -2.0642 3.0436 0.47
H 2.0055 -0.1990 -2.4584 0.17
H -0.1311 1.9139 -1.8798 0.18
H 3.0275 0.8854 -0.6034 0.36
H -2.0996 -1.7653 3.2236 0.21
H 0.0623 1.3001 -4.3585 0.35
H 1.9123 -0.1226 0.0032 0.37
H -1.1076 0.5970 -3.5697 0.35
H -2.7265 -0.7246 1.9446 0.23
```

Properties
HOMO energy   -8.669 eV
Energy relative to the best compared isomer or geometry (same formula, charge and spin)   273.0 kJ/mol
2S+1   1
E_tot   -10405.595 eV

---

A cluster of 2 separate species, C5H12N2O in total in a non-equilibrium geometry, computed with ωB97M-V with the def2-TZVPD basis set.

The geometry in XYZ format:
```
20
Properties=species:S:1:pos:R:3:nbo_charge:R:1
O -1.5310 2.0790 -1.6389 -0.54
N 0.0105 -2.1135 0.9103 -0.07
N -0.1777 -0.9710 1.3008 -0.08
C 2.0847 -1.5863 2.2698 -0.64
C 1.8811 -0.7782 -0.1590 -0.64
C -1.5452 1.7992 -0.2586 -0.25
C 1.2064 -1.3174 1.0726 0.10
C -2.4268 1.2923 -2.3755 -0.25
H -2.5411 1.9544 0.1693 0.16
H -2.1572 0.2280 -2.3204 0.16
H 1.1472 -0.5887 -0.9433 0.22
H -2.3641 1.6306 -3.4038 0.19
H -0.8410 2.4906 0.2014 0.19
H 2.7282 -0.7125 2.4700 0.22
H 1.4703 -1.7808 3.1610 0.22
H -1.2161 0.7692 -0.0467 0.17
H 2.6124 -1.4988 -0.5373 0.22
H 2.3934 0.1571 0.0632 0.22
H -3.4587 1.4118 -2.0116 0.16
H 2.7248 -2.4649 2.0767 0.22
```

Properties
HOMO energy   -9.649 eV
Energy relative to the best compared isomer or geometry (same formula, charge and spin)   371.0 kJ/mol
2S+1   1
E_tot   -10404.578 eV

---

The molecule C5H12N2O in a non-equilibrium geometry, computed with ωB97M-V with the def2-TZVPD basis set.

The geometry in XYZ format:
```
20
Properties=species:S:1:pos:R:3:nbo_charge:R:1
O -0.4767 -0.2567 -2.4601 -0.60
N -0.8127 0.1590 0.5265 -0.68
N 1.0020 -0.6310 -0.6203 -0.71
C 0.7995 -0.1594 0.6664 0.18
C 1.1261 -1.0570 1.8357 -0.63
C -2.0501 -0.5319 0.2299 -0.41
C 0.6205 1.6921 -1.6673 -0.72
C 0.0189 0.3127 -1.5042 0.73
H 1.6816 1.6366 -1.8996 0.24
H -1.0226 0.9021 1.1924 0.35
H 0.1334 2.2221 -2.4868 0.24
H -1.8471 -1.3846 -0.4143 0.21
H -2.7591 0.1850 -0.2014 0.20
H 2.2135 -1.1363 1.8807 0.22
H 0.7883 -0.6179 2.7739 0.22
H -2.5334 -0.8537 1.1522 0.18
H 0.7026 -2.0508 1.7018 0.21
H 0.7324 -1.6010 -0.7486 0.37
H 0.4983 2.3152 -0.7824 0.21
H 1.1848 0.8555 0.8255 0.18
```

Properties
HOMO energy   -8.738 eV
Energy relative to the best compared isomer or geometry (same formula, charge and spin)   309.1 kJ/mol
2S+1   1
E_tot   -10405.220 eV

---

A structure of composition C5H12N2O2, computed with ωB97M-V with the def2-TZVPD basis set.

The geometry in XYZ format:
```
21
Properties=species:S:1:pos:R:3:nbo_charge:R:1
O 0.5615 -0.7821 -0.0348 -0.51
O -1.2121 0.6484 -0.0357 -0.66
N 0.9624 1.0410 1.5828 -0.75
N -1.5446 -2.0234 -0.2633 -0.78
C 1.0573 1.6450 -0.7878 -0.70
C -0.8786 -1.0414 -0.6724 0.48
C 1.6720 -1.3824 -0.7236 -0.26
C -2.0826 0.6834 1.0602 -0.26
C 0.6568 0.8314 0.3956 0.69
H 0.7126 0.3171 2.2467 0.37
H -2.8015 1.4987 0.9393 0.18
H -1.4042 -2.2543 0.7159 0.36
H 0.7906 2.6808 -0.5857 0.26
H -1.5357 0.8458 2.0010 0.16
H -2.6385 -0.2608 1.1419 0.18
H 0.5391 1.3251 -1.6876 0.23
H 2.1372 1.5842 -0.9354 0.23
H 1.5047 -2.4581 -0.7490 0.22
H 2.5724 -1.1572 -0.1542 0.21
H 1.7593 -0.9914 -1.7399 0.18
H -0.8282 -0.7497 -1.7140 0.17
```

Properties
HOMO energy   -9.041 eV
Energy relative to the best compared isomer or geometry (same formula, charge and spin)   540.3 kJ/mol
2S+1   1
E_tot   -12450.383 eV

---

A cluster of 2 separate species, C5H12N2O2 in total in a non-equilibrium geometry, computed with ωB97M-V with the def2-TZVPD basis set.

The geometry in XYZ format:
```
21
Properties=species:S:1:pos:R:3:nbo_charge:R:1
O 0.8422 0.8257 -1.7339 -0.54
O 0.3140 -0.0426 1.7895 -0.55
N -1.6930 -0.4718 -0.1827 -0.83
N 2.2689 -0.7356 -0.8123 -0.67
C 1.6227 -0.0871 -1.8416 0.55
C -1.3298 0.8735 0.1891 -0.13
C -2.3976 1.5310 1.0652 -0.62
C 1.7138 -1.8673 -0.0931 -0.41
C 0.0781 0.8632 1.0283 0.44
H -3.3308 1.5602 0.5064 0.23
H 2.3273 -2.0555 0.7879 0.21
H 1.6685 -2.8117 -0.6379 0.17
H 2.1808 -0.1671 -2.7937 0.09
H -1.5904 -1.0833 0.6241 0.36
H -2.5514 0.9527 1.9745 0.21
H -2.1162 2.5547 1.3040 0.21
H 0.6963 -1.5888 0.1719 0.22
H -1.0526 -0.7860 -0.9051 0.36
H 3.2647 -0.8383 -0.9703 0.38
H 0.3661 1.9048 1.2568 0.11
H -1.2814 1.4694 -0.7270 0.21
```

Properties
HOMO energy   -8.727 eV
Energy relative to the best compared isomer or geometry (same formula, charge and spin)   278.4 kJ/mol
2S+1   1
E_tot   -12453.097 eV